No. 1
33
Properties=species:S:1:pos:R:3:mulliken_charge:R:1 method="wB97M-V/def2-TZVPD" e_homo_ev=-16.02 e_tot_ev=-80866.81059 lumo_ev=-13.19 total_charge=+2 multiplicity=1 orbital_gap_ev=2.83
C -1.5781 3.0559 -0.4127 -0.7150
O -2.2817 1.9474 -0.9960 -0.3831
C -2.6710 0.9716 0.0159 -0.1368
C -1.3704 0.1773 0.5272 0.0729
C -1.5916 -1.3912 0.6294 -0.9641
C -0.5700 -2.2127 -0.2698 -0.6951
C 0.9368 -1.9815 0.1194 -0.9493
N 1.5458 -0.7622 -0.4902 0.2589
C 2.7827 -0.3483 0.2418 0.0657
C 2.3716 0.4638 1.5345 -0.9119
F 3.5651 -1.4633 0.5925 -0.3226
S 1.8800 -0.9491 -2.1621 1.0509
O 1.2582 -2.1418 -2.7719 -0.5402
O 1.3471 0.2885 -2.8157 -0.5800
F 3.4992 -0.9647 -2.4740 -0.2080
H -2.2725 3.9897 -0.5497 0.2488
H -0.5822 3.2281 -0.9276 0.3356
H -1.3687 2.9109 0.7011 0.5772
H -3.4348 0.3078 -0.4776 0.5635
H -3.1039 1.6030 0.9158 0.3161
H -1.1403 0.5399 1.5769 0.3501
H -0.5317 0.4926 -0.1561 0.1373
H -1.5747 -1.7301 1.7084 0.3946
H -2.6527 -1.6013 0.2862 0.4544
H -0.8057 -2.0735 -1.3568 0.3449
H -0.7878 -3.3022 -0.0457 0.3689
H 1.5954 -2.8616 -0.1205 0.4110
H 0.9700 -1.8551 1.2443 0.4780
H 3.4035 0.3416 -0.3978 0.4764
H 1.4919 1.1363 1.2953 0.0599
H 3.1942 1.1366 1.9020 0.3856
H 2.0740 -0.2169 2.3751 0.3273
Zn -3.5975 3.2645 0.7584 0.7278


No. 2
96
Properties=species:S:1:pos:R:3:mulliken_charge:R:1 method="wB97M-V/def2-TZVPD" e_homo_ev="-14.90 / -14.90" e_above_lowest_kcal_mol=0.0 e_tot_ev=-94244.39496 lumo_ev="-8.79 / -8.80" total_charge=+3 multiplicity=1 orbital_gap_ev="6.11 / 6.10"
Ce 13.1759 11.9543 15.0026 -0.0414
C 14.3930 9.8131 7.8328 -1.5184
C 13.8861 9.9843 9.2435 0.2066
C 12.5529 9.6808 9.6743 -0.8997
C 12.1217 9.8814 10.9805 0.9373
C 10.8781 9.2535 11.3053 -0.8854
N 10.6263 8.6314 12.4468 0.1292
C 11.6057 8.2214 13.4614 0.3286
C 11.3263 6.8749 14.0884 -0.9334
C 12.2972 6.4578 15.2208 -1.0981
N 13.2362 7.4767 15.6168 0.4322
C 14.1727 7.1585 16.5307 -0.6169
C 14.9912 8.1356 17.1442 0.6788
C 15.7017 7.7747 18.3092 -0.5739
C 16.4032 8.6540 19.1051 -0.2095
C 17.1175 8.1942 20.3684 -1.6448
C 16.4249 9.9934 18.7259 -0.6560
C 15.7492 10.4221 17.5259 1.1756
C 15.7752 11.8062 17.2878 -0.8134
N 15.3025 12.4734 16.2586 0.3732
C 15.9354 13.7539 16.0759 -1.2737
C 15.5670 14.3900 14.7459 -0.0192
C 15.8110 13.4910 13.5173 -1.2557
N 14.8988 12.3846 13.3456 0.3884
C 15.1705 11.6892 12.2497 -1.0621
C 14.2950 10.8894 11.4737 1.1212
C 14.7839 10.4374 10.2042 -1.1634
C 12.9591 10.6143 11.8946 0.2098
O 12.5432 10.9127 13.0735 0.8249
C 14.9924 9.5302 16.6856 0.0350
O 14.3719 9.9002 15.6344 -0.3486
H 13.5977 10.1620 7.1572 0.3953
H 14.6409 8.7756 7.5850 0.3124
H 15.2938 10.3968 7.6765 0.4243
H 11.8787 9.1639 8.9737 0.5012
H 10.0843 9.2469 10.5692 0.5702
H 9.6740 8.3155 12.6499 0.3800
H 11.6105 8.9707 14.2994 -0.9109
H 12.6579 8.2669 13.0683 0.5105
H 11.2445 6.0769 13.3533 0.4881
H 10.3320 6.9049 14.5778 0.4152
H 12.8956 5.5840 14.8670 0.4839
H 11.7067 6.0461 16.0778 0.4080
H 13.1563 8.4395 15.2722 -0.0937
H 14.1610 6.1290 16.8563 0.5901
H 15.6734 6.7291 18.5931 0.5073
H 17.4701 7.1707 20.2348 0.4057
H 16.4170 8.1641 21.2116 0.3307
H 17.9692 8.8086 20.6371 0.4082
H 16.9343 10.7277 19.3591 0.4967
H 16.2954 12.4153 18.0401 0.4333
H 17.0483 13.6474 16.1878 0.6041
H 15.6123 14.4605 16.8846 0.3810
H 16.1874 15.2868 14.6536 0.6110
H 14.5189 14.7425 14.8040 -0.2479
H 16.8420 13.0992 13.6078 0.5590
H 15.8048 14.1374 12.6256 0.4992
H 16.2119 11.6540 11.8868 0.3920
H 15.8685 10.5433 9.9250 0.4165
C 7.6495 12.2491 14.8347 -1.2497
C 8.4657 11.4540 15.7658 0.7676
N 8.0470 10.6854 16.7595 -0.8350
N 9.1957 10.1288 17.2629 0.3256
C 10.3030 10.5186 16.6192 0.1340
S 11.8990 10.1339 16.9882 -0.4858
N 9.8571 11.3866 15.6440 0.3178
N 10.6123 12.0957 14.6727 -0.4018
H 6.6993 11.7229 14.6746 0.4229
H 8.1305 12.4134 13.8615 0.2609
H 7.4458 13.1972 15.3652 0.3069
H 9.1322 9.4767 18.0401 0.2180
H 10.3206 13.0678 14.6951 0.5219
H 10.3884 11.7298 13.7585 0.3980
S 10.8541 16.2263 17.0623 -0.2479
C 11.5084 15.3322 18.3878 0.4382
C 11.2651 15.5076 19.7130 -0.7439
C 11.7164 14.5536 20.6168 -0.5884
C 12.4765 13.4795 20.2015 -1.0900
C 12.8209 13.3127 18.8665 0.1812
C 12.3075 14.2143 17.9201 -0.5000
N 12.4653 14.1857 16.5581 0.8276
C 11.7893 15.1997 15.9758 -0.2561
C 11.7381 15.2278 14.5018 1.0673
C 11.0889 16.2567 13.7629 -0.7653
C 11.0415 16.2661 12.3557 -0.9940
C 11.6523 15.2382 11.6816 -0.7611
C 12.3529 14.2801 12.3733 -0.6689
C 12.2872 14.2033 13.7555 0.8213
H 10.6597 16.3301 20.0202 0.4877
H 11.4611 14.6500 21.6645 0.4347
H 12.7618 12.7204 20.9244 0.4489
H 13.3382 12.4200 18.5381 0.4172
H 10.6578 17.1032 14.3184 0.4245
H 10.4881 17.0619 11.8587 0.4276
H 11.6029 15.1737 10.5946 0.4920
H 12.9119 13.5428 11.8152 0.3470


No. 3
45
Properties=species:S:1:pos:R:3:mulliken_charge:R:1 method="wB97M-V/def2-TZVPD" e_homo_ev=-5.56 e_above_lowest_kcal_mol=104.7 e_tot_ev=-31674.07772 lumo_ev=2.55 total_charge=-1 multiplicity=1 orbital_gap_ev=8.11
C -2.3268 1.3631 2.0470 -0.5064
N -0.8595 1.1211 2.2677 -0.4512
C -0.0352 0.4991 1.2880 1.6955
C -0.4317 1.0480 -0.1230 0.0832
O -1.2144 0.4074 -0.8510 -0.6683
O 0.1058 2.0314 -0.5488 -0.6090
H -2.5879 2.0379 1.1601 0.1065
H -2.5226 1.8924 3.1077 0.3396
H -2.6824 0.3255 1.7981 0.1450
H -0.4385 2.0584 2.4327 0.3425
H -0.2416 -0.6249 1.4681 -1.4797
H 1.1006 0.5092 1.3744 0.2657
H -0.0751 -1.9250 -0.1747 0.2853
H 0.5147 -3.0731 0.6333 0.3628
O -0.3826 -2.6254 0.5605 -0.5975
H 1.1229 3.3443 -2.7663 0.3006
H -0.2098 3.0811 -3.2356 0.4087
O 0.6400 3.1041 -3.5148 -0.6818
H 2.7131 -3.4433 -0.2244 0.2052
H 2.2854 -2.3110 -1.1688 0.3948
O 2.0724 -2.7854 -0.3348 -0.6375
H 2.4944 -1.4387 1.9736 0.4226
H 2.5029 -1.4342 0.5683 0.4370
O 2.6962 -0.8247 1.2390 -0.6982
H 0.7645 -1.8208 2.4387 0.2520
H 1.4079 -2.1510 3.8908 0.2674
O 1.4944 -2.2240 2.9687 -0.7235
H -3.2539 -2.7467 1.4960 0.3483
H -2.2688 -1.9004 2.1684 0.2447
O -3.1124 -2.2698 2.3197 -0.6875
H 0.0304 0.9946 -3.1916 0.3422
H -0.4077 -0.2477 -2.2976 0.4071
O 0.1297 0.0858 -3.1239 -0.7772
H -1.0850 3.4040 -1.4090 0.3883
H -1.9059 2.3196 -1.6483 0.3714
O -1.7422 3.2824 -2.1298 -0.8299
H 1.6644 -0.7259 -2.5772 0.4424
H 2.4448 -1.6484 -3.4522 0.2848
O 2.4059 -1.3621 -2.5301 -0.7010
H -2.3025 -0.9411 -0.3430 0.2968
H -3.6554 -0.4458 -0.9049 0.3214
O -3.1359 -1.2288 -0.7628 -0.6744
H 2.2299 2.9686 -0.2834 0.3088
H 3.0406 1.6711 0.2839 0.3379
O 3.0167 2.6491 0.1114 -0.6852